#w
{"formula": "C24H36N2O4", "method": "the ωB97M-V functional and the def2-TZVPD basis", "lumo_ev": 0.497, "smiles": "COCCC(=O)N1CCC(Oc2ccc(C(=O)NCCCC3CCCC3)cc2)CC1", "homo_ev": -8.76, "multiplicity": 1, "species": ["C", "O", "C", "C", "C", "O", "N", "C", "H", "C", "H", "H", "C", "C", "C", "H", "H", "H", "H", "O", "C", "C", "C", "C", "C", "C", "H", "H", "C", "O", "N", "H", "C", "C", "C", "C", "C", "C", "H", "C", "H", "H", "C", "H", "H", "H", "H", "H", "H", "H", "H", "H", "H", "H", "H", "H", "H", "H", "H", "H", "H", "H", "H", "H", "H", "H"], "positions_angstrom": [[-9.698, -1.143, -2.493], [-8.780, -0.322, -1.822], [-7.814, -1.058, -1.103], [-6.872, -0.075, -0.419], [-5.823, -0.813, 0.391], [-5.817, -2.025, 0.503], [-4.890, -0.039, 0.995], [-4.804, 1.401, 0.847], [-4.463, 1.664, -0.163], [-3.822, 1.979, 1.859], [-4.147, 1.741, 2.872], [-3.797, 3.064, 1.752], [-2.409, 1.436, 1.625], [-2.464, -0.066, 1.278], [-3.795, -0.682, 1.694], [-3.830, -1.741, 1.431], [-3.932, -0.596, 2.778], [-1.653, -0.614, 1.757], [-2.348, -0.171, 0.197], [-1.875, 2.197, 0.551], [-0.547, 2.160, 0.271], [-0.146, 2.922, -0.830], [1.177, 2.967, -1.203], [2.146, 2.272, -0.481], [1.743, 1.507, 0.606], [0.412, 1.444, 0.981], [0.139, 0.831, 1.824], [2.459, 0.917, 1.162], [3.559, 2.342, -0.953], [3.846, 2.496, -2.125], [4.493, 2.249, 0.025], [4.200, 2.132, 0.981], [5.907, 2.164, -0.248], [6.466, 0.783, 0.105], [5.849, -0.312, -0.763], [6.364, -1.707, -0.410], [5.805, -2.790, -1.361], [4.998, -3.751, -0.485], [3.966, -3.408, -0.402], [5.681, -3.653, 0.875], [6.623, -4.203, 0.860], [5.067, -4.040, 1.687], [5.950, -2.156, 1.003], [6.712, -1.934, 1.749], [5.027, -1.650, 1.294], [4.989, -4.765, -0.881], [6.625, -3.325, -1.842], [5.190, -2.351, -2.146], [7.456, -1.693, -0.477], [6.079, -0.098, -1.809], [4.762, -0.294, -0.658], [6.272, 0.577, 1.160], [7.548, 0.797, -0.038], [6.027, 2.361, -1.316], [6.434, 2.939, 0.320], [1.489, 3.541, -2.062], [-0.900, 3.465, -1.377], [-1.807, 1.610, 2.528], [-5.790, 1.848, 1.003], [-7.457, 0.576, 0.233], [-6.393, 0.549, -1.175], [-8.298, -1.697, -0.350], [-7.246, -1.713, -1.779], [-10.390, -0.480, -3.010], [-10.254, -1.776, -1.791], [-9.196, -1.790, -3.223]]}

***

#x
{"formula": "C24H36N2O4", "method": "the ωB97M-V functional and the def2-TZVPD basis", "lumo_ev": 0.482, "smiles": "COCCC(=O)N1CCC(Oc2ccc(C(=O)NCCCC3CCCC3)cc2)CC1", "homo_ev": -8.68, "multiplicity": 1, "species": ["C", "O", "C", "C", "C", "O", "N", "C", "H", "C", "H", "H", "C", "C", "C", "H", "H", "H", "H", "O", "C", "C", "C", "C", "C", "C", "H", "H", "C", "O", "N", "H", "C", "C", "C", "C", "C", "C", "H", "C", "H", "H", "C", "H", "H", "H", "H", "H", "H", "H", "H", "H", "H", "H", "H", "H", "H", "H", "H", "H", "H", "H", "H", "H", "H", "H"], "positions_angstrom": [[1.020, -0.402, -5.989], [-0.005, -1.170, -5.415], [-0.783, -1.851, -6.376], [-1.891, -2.643, -5.685], [-2.990, -1.720, -5.174], [-3.910, -1.412, -5.913], [-2.936, -1.289, -3.895], [-1.842, -1.412, -2.964], [-2.224, -1.853, -2.035], [-1.247, -0.034, -2.659], [-0.823, 0.378, -3.575], [-0.448, -0.150, -1.925], [-2.325, 0.918, -2.129], [-3.497, 0.962, -3.112], [-4.005, -0.450, -3.390], [-4.384, -0.888, -2.462], [-4.797, -0.432, -4.139], [-3.161, 1.423, -4.041], [-4.303, 1.563, -2.691], [-2.846, 0.470, -0.886], [-2.138, 0.628, 0.259], [-2.723, 0.076, 1.403], [-2.104, 0.185, 2.626], [-0.875, 0.833, 2.751], [-0.306, 1.397, 1.616], [-0.924, 1.298, 0.382], [-0.451, 1.759, -0.472], [0.619, 1.953, 1.681], [-0.268, 0.915, 4.110], [-0.938, 0.877, 5.124], [1.082, 1.039, 4.130], [1.598, 0.955, 3.270], [1.841, 1.070, 5.356], [2.573, -0.246, 5.634], [3.603, -0.672, 4.583], [4.881, 0.173, 4.532], [4.728, 1.518, 3.796], [6.040, 1.711, 3.040], [5.949, 2.424, 2.220], [6.365, 0.300, 2.569], [7.403, 0.184, 2.259], [5.725, 0.036, 1.725], [6.020, -0.563, 3.784], [6.893, -0.653, 4.432], [5.724, -1.568, 3.487], [6.817, 2.065, 3.719], [4.531, 2.345, 4.476], [3.909, 1.459, 3.077], [5.196, 0.362, 5.563], [3.141, -0.701, 3.593], [3.893, -1.697, 4.829], [1.821, -1.034, 5.713], [3.068, -0.160, 6.603], [2.544, 1.905, 5.322], [1.117, 1.249, 6.156], [-2.557, -0.230, 3.513], [-3.671, -0.427, 1.299], [-1.914, 1.932, -2.014], [-1.055, -2.043, -3.369], [-1.471, -3.270, -4.901], [-2.358, -3.281, -6.436], [-1.230, -1.132, -7.079], [-0.139, -2.535, -6.952], [0.613, 0.378, -6.645], [1.706, -1.027, -6.573], [1.564, 0.060, -5.167]]}

***

It is #x that is the most stable of them.

***

#w
{"formula": "C3H3NO3", "method": "the ωB97M-V functional and the def2-TZVPD basis", "lumo_ev": 0.179, "homo_ev": -9.44, "multiplicity": 1, "species": ["N", "C", "O", "C", "O", "C", "O", "H", "H", "H"], "positions_angstrom": [[-0.313, -1.558, -0.057], [0.310, -0.514, 0.199], [0.505, 0.659, -0.485], [-0.265, 0.949, -1.568], [-1.140, 0.267, -2.015], [0.129, 0.187, 2.223], [0.985, -0.406, 1.410], [-0.830, -1.487, -0.926], [0.052, 1.919, -1.967], [0.595, 0.055, 3.214]]}

***

#x
{"formula": "C3H3NO3", "method": "the ωB97M-V functional and the def2-TZVPD basis", "lumo_ev": -0.166, "homo_ev": -10.66, "multiplicity": 1, "species": ["C", "C", "C", "H", "H", "H", "N", "O", "O", "O"], "positions_angstrom": [[-0.544, 0.705, -0.328], [1.076, 0.309, 0.866], [-1.012, -0.716, 0.034], [2.101, 0.878, 0.876], [0.348, 0.272, 1.590], [-1.935, -0.938, -0.195], [-0.136, -1.669, 0.171], [-1.381, 1.217, -1.123], [0.615, 1.104, -0.118], [1.180, -1.110, 0.378]]}

***

It is #w that is the most stable of them.

***

#w
{"formula": "C3H3NO3", "method": "the ωB97M-V functional and the def2-TZVPD basis", "lumo_ev": 0.138, "smiles": "CC(=O)N1OC1=O", "homo_ev": -11.08, "multiplicity": 1, "species": ["C", "C", "C", "N", "O", "O", "O", "H", "H", "H"], "positions_angstrom": [[0.017, -0.672, -0.383], [1.650, 1.174, -0.049], [-1.396, -0.413, 0.117], [0.819, 0.169, 0.346], [0.310, -1.631, -1.031], [1.848, 2.255, -0.448], [2.330, 0.060, 0.312], [-2.182, 0.156, -0.495], [-1.455, 0.174, 1.108], [-1.941, -1.272, 0.523]]}

***

#x
{"formula": "C3H3NO3", "method": "the ωB97M-V functional and the def2-TZVPD basis", "lumo_ev": 0.361, "homo_ev": -8.77, "multiplicity": 1, "species": ["C", "C", "C", "N", "O", "O", "O", "H", "H", "H"], "positions_angstrom": [[-1.399, -0.741, 0.053], [1.735, 0.122, -0.505], [0.066, 0.123, -0.518], [2.035, 0.813, 0.602], [-2.065, -1.054, -1.053], [-0.353, 1.073, -1.121], [-1.642, -1.005, 1.198], [1.573, 1.319, 1.245], [-2.974, -1.573, -0.770], [3.024, 0.923, 0.870]]}

***

#y
{"formula": "C3H3NO3", "method": "the ωB97M-V functional and the def2-TZVPD basis", "lumo_ev": -0.024, "smiles": "Oc1conc1O", "homo_ev": -9.50, "multiplicity": 1, "species": ["C", "C", "C", "H", "H", "H", "N", "O", "O", "O"], "positions_angstrom": [[0.056, 0.019, -0.400], [0.813, -1.102, -0.194], [-0.381, 0.353, 0.903], [-0.236, 0.072, -2.329], [1.357, -1.725, -0.864], [-1.116, 1.932, 0.300], [0.100, -0.403, 1.817], [-0.276, 0.819, -1.479], [0.869, -1.365, 1.133], [-1.187, 1.401, 1.113]]}

***

It is #y that is the most stable of them.

***

#w
{"formula": "C3H3NO3", "method": "the ωB97M-V functional and the def2-TZVPD basis", "lumo_ev": -0.281, "smiles": "[H]/N=C(/C=O)OC=O", "homo_ev": -10.12, "multiplicity": 1, "species": ["N", "C", "O", "C", "O", "C", "O", "H", "H", "H"], "positions_angstrom": [[-1.045, 0.877, -1.292], [-0.347, 0.388, -0.370], [1.038, 0.253, -0.461], [1.776, -0.492, 0.401], [1.369, -1.056, 1.373], [-1.318, -0.124, 0.694], [-2.435, -0.207, 0.253], [-0.663, 0.910, -2.219], [2.820, -0.491, 0.048], [-1.096, -0.379, 1.732]]}

***

#x
{"formula": "C3H3NO3", "method": "the ωB97M-V functional and the def2-TZVPD basis", "lumo_ev": -1.321, "homo_ev": -9.47, "multiplicity": 1, "species": ["C", "C", "N", "O", "C", "O", "O", "H", "H", "H"], "positions_angstrom": [[0.901, -0.391, 1.502], [-0.170, -0.059, 0.522], [-0.111, 1.412, 0.093], [-0.997, 1.673, -0.664], [-1.653, -0.123, -2.556], [-2.779, -0.268, -2.666], [-0.977, -0.799, 0.040], [1.881, -0.337, 1.019], [0.919, 0.334, 2.315], [0.757, -1.392, 1.898]]}

***

It is #w that is the most stable of them.

***

#w
{"formula": "C2H4N2S2", "method": "the ωB97M-V functional and the def2-TZVPD basis", "lumo_ev": -0.575, "smiles": "[H]/N=C(/N)SC=S", "homo_ev": -8.82, "multiplicity": 1, "species": ["C", "C", "H", "H", "H", "H", "N", "N", "S", "S"], "positions_angstrom": [[-0.720, -0.338, 1.392], [0.031, 0.185, -1.065], [-2.057, 0.026, 2.871], [-1.424, 1.554, 1.990], [-0.152, -2.279, 1.040], [-1.021, -0.374, -1.243], [-1.330, 0.601, 2.272], [-1.007, -1.580, 1.498], [0.761, 0.075, 0.454], [0.811, 0.477, -2.517]]}

***

#x
{"formula": "C2H4N2S2", "method": "the ωB97M-V functional and the def2-TZVPD basis", "lumo_ev": 0.409, "homo_ev": -8.61, "multiplicity": 1, "species": ["C", "C", "N", "N", "S", "S", "H", "H", "H", "H"], "positions_angstrom": [[0.420, -1.048, -1.459], [-0.742, -0.326, 0.753], [-0.751, -1.201, -1.176], [0.322, 0.495, 0.585], [1.596, -0.205, -0.303], [-0.001, 2.193, 0.316], [0.960, -1.342, -2.345], [-1.711, 0.130, 0.865], [-0.556, -1.266, 1.249], [0.464, 2.568, 1.516]]}

***

#y
{"formula": "C2H4N2S2", "method": "the ωB97M-V functional and the def2-TZVPD basis", "lumo_ev": -1.158, "homo_ev": -9.16, "multiplicity": 1, "species": ["C", "C", "H", "H", "H", "H", "N", "N", "S", "S"], "positions_angstrom": [[1.356, -0.571, 0.032], [-0.986, -0.639, -0.067], [0.313, 1.838, 0.925], [-1.301, 1.437, -0.218], [1.235, -1.731, -0.062], [-0.968, -1.781, -0.133], [-0.133, 1.489, -0.222], [0.102, 0.096, 0.029], [2.934, -0.018, -0.157], [-2.551, -0.120, -0.127]]}

***

It is #w that is the most stable of them.

***

#w
{"formula": "H16NO6", "method": "the ωB97M-V functional and the def2-TZVPD basis", "lumo_ev": -3.683, "total_charge": 1, "homo_ev": -14.29, "multiplicity": 1, "species": ["N", "H", "H", "H", "H", "O", "H", "H", "O", "H", "H", "O", "H", "H", "O", "H", "H", "O", "H", "H", "O", "H", "H"], "positions_angstrom": [[-0.274, -0.754, 0.175], [-0.005, -0.665, 1.246], [0.129, -0.180, -0.652], [-1.252, -0.807, 0.007], [0.252, -1.461, -0.026], [1.296, 1.022, 3.386], [2.105, 0.820, 3.421], [1.142, 1.253, 2.463], [-0.551, 1.044, -3.140], [-0.217, 1.846, -3.472], [-1.490, 1.036, -3.201], [-2.358, 1.214, 0.459], [-2.836, 0.779, 1.242], [-3.113, 0.889, -0.163], [-1.243, -2.828, -2.108], [-1.480, -2.081, -2.701], [-1.932, -2.938, -1.394], [0.925, 1.875, 0.545], [1.778, 2.220, 0.513], [0.215, 2.539, 0.631], [2.795, -1.242, 1.011], [3.353, -1.480, 0.307], [2.754, -2.093, 1.454]]}

***

#x
{"formula": "H16NO6", "method": "the ωB97M-V functional and the def2-TZVPD basis", "lumo_ev": -3.251, "total_charge": 1, "homo_ev": -13.38, "multiplicity": 1, "species": ["N", "H", "H", "H", "H", "O", "H", "H", "O", "H", "H", "O", "H", "H", "O", "H", "H", "O", "H", "H", "O", "H", "H"], "positions_angstrom": [[-0.158, 0.227, 0.688], [-0.878, 1.096, 1.006], [-0.637, -0.481, -0.003], [0.153, -0.310, 1.566], [0.621, 0.814, 0.139], [2.614, -0.570, -0.095], [2.646, -1.387, -0.721], [3.148, -0.508, 0.758], [3.483, 1.558, -1.746], [3.733, 1.289, -2.704], [2.952, 0.889, -1.315], [-3.405, 0.473, 1.147], [-4.127, -0.103, 1.442], [-3.994, 1.181, 0.849], [-1.019, -2.273, -1.391], [-0.403, -3.018, -1.335], [-1.879, -2.603, -1.555], [-0.339, 0.760, 3.589], [-0.240, 1.817, 3.828], [-0.080, 0.568, 4.500], [-0.503, 0.453, -2.702], [-1.397, 0.551, -2.987], [-0.291, -0.425, -2.957]]}

***

It is #x that is the most stable of them.